No. 1
{
  "formula": "C4H4N2S",
  "method": "ωB97M-V/def2-TZVPD",
  "species": ["C", "C", "C", "C", "H", "H", "H", "H", "N", "N", "S"],
  "coordinates": [[0.02661, 0.62551, 0.56145], [-0.99027, 0.22976, -0.31307], [-0.51740, -0.87461, -1.03433], [0.77665, -1.13884, -0.58993], [-1.95905, 0.71085, -0.41392], [-1.04835, -1.43934, -1.83092], [1.44271, -1.91079, -0.88637], [1.94770, -0.18602, 0.86690], [0.19762, 1.58847, 1.48443], [1.09525, -0.23974, 0.35279], [-0.97147, 2.63474, 1.80297]],
  "mulliken_charge": [0.127, -0.085, -0.557, -0.334, 0.426, 0.342, 0.406, 0.213, -0.392, -0.005, -0.140],
  "homo_ev": -8.1,
  "gap_ev": 6.82,
  "e_lumo_ev": -1.26,
  "e_above_lowest_kj_mol": 148.9
}

---

No. 2
{
  "formula": "C5H6O",
  "method": "ωB97M-V/def2-TZVPD",
  "species": ["C", "C", "C", "C", "C", "O", "H", "H", "H", "H", "H", "H"],
  "coordinates": [[-0.02313, -1.58411, 0.66140], [0.35218, -1.48656, -0.60379], [0.65017, -0.34153, -1.19642], [-0.21448, 0.81555, -0.76137], [-0.22273, 0.74494, 0.80831], [0.28439, -0.45464, 1.40082], [-0.48101, -2.38958, 1.22422], [1.60562, -0.19361, -1.69148], [0.16235, 1.78776, -1.10116], [-1.24345, 0.72628, -1.12529], [-1.25575, 0.83551, 1.14672], [0.38585, 1.53999, 1.23803]],
  "mulliken_charge": [-0.302, -0.215, -0.127, -0.418, -0.335, -0.378, 0.390, 0.320, 0.266, 0.239, 0.254, 0.306],
  "homo_ev": -8.8,
  "gap_ev": 9.04,
  "e_lumo_ev": 0.22,
  "e_above_lowest_kj_mol": 308.8
}

---

No. 3
{
  "formula": "C26H51FN2O3",
  "method": "ωB97M-V/def2-TZVPD",
  "species": ["C", "C", "C", "F", "C", "C", "C", "O", "C", "O", "C", "C", "C", "C", "N", "O", "C", "C", "C", "C", "H", "H", "H", "H", "H", "H", "H", "H", "H", "H", "H", "H", "H", "H", "H", "H", "H", "H", "H", "H", "H", "H", "H", "H", "H", "H", "H", "C", "C", "C", "C", "N", "C", "C", "C", "C", "C", "C", "C", "H", "H", "H", "H", "H", "H", "H", "H", "H", "H", "H", "H", "H", "H", "H", "H", "H", "H", "H", "H", "H", "H", "H", "H"],
  "coordinates": [[6.83046, 1.08234, 1.91495], [6.79798, -0.51728, 1.80930], [5.45539, -1.20573, 2.33752], [4.80693, -0.46002, 3.40669], [4.36298, -1.49227, 1.17149], [4.02310, -0.04385, 0.54030], [2.78594, -0.03250, -0.47221], [1.76078, 0.86899, 0.10766], [0.55477, 0.18436, 0.33414], [-0.51288, 0.83470, 0.18044], [3.08763, -2.26586, 1.75084], [3.28616, -3.82925, 2.01633], [1.78878, -4.46159, 2.13452], [4.00525, -4.18819, 3.41653], [4.00507, -4.58713, 0.94500], [3.39942, -5.70519, 0.61914], [4.27732, -3.78470, -0.27983], [5.35450, -4.65665, -1.13916], [2.99290, -3.66456, -1.27267], [4.99886, -2.37547, -0.01308], [6.05280, 1.53476, 2.60924], [7.84936, 1.47475, 2.24456], [6.62268, 1.51114, 0.87056], [7.09807, -0.80850, 0.74908], [7.64858, -0.90156, 2.48728], [5.77442, -2.19674, 2.83073], [3.95644, 0.76156, 1.36071], [4.95103, 0.24271, -0.08191], [2.34432, -1.05437, -0.70633], [3.03463, 0.44340, -1.49234], [0.45232, -0.89036, 0.69196], [2.14032, -2.15492, 1.11140], [2.81103, -1.79790, 2.76906], [1.23039, -3.75043, 2.85442], [1.78667, -5.47842, 2.63860], [1.22885, -4.41567, 1.14679], [3.53989, -3.55619, 4.23960], [5.14029, -4.16078, 3.37572], [3.71880, -5.28423, 3.63456], [5.63343, -4.05549, -2.06890], [4.83700, -5.61546, -1.51276], [6.23783, -4.93492, -0.47938], [2.72062, -4.65546, -1.75758], [2.07258, -3.23814, -0.75766], [3.33507, -2.97358, -2.13120], [5.02356, -1.80895, -1.01615], [6.10389, -2.62721, 0.20746], [-4.66472, -0.15458, 0.38743], [-3.95929, 0.97148, -0.35529], [-4.16566, 2.34668, 0.27981], [-5.48978, 3.06846, 0.05520], [-5.78700, 3.59594, -1.36090], [-6.50842, 2.57328, -2.23402], [-7.93360, 2.53311, -1.70329], [-8.21767, 3.92096, -1.15775], [-6.90019, 4.67430, -1.22785], [-4.58580, 4.27621, -2.02977], [-3.65910, 3.36099, -2.83916], [-2.18599, 3.53848, -2.48111], [-5.74183, 0.02011, 0.45806], [-4.50881, -1.09927, -0.13901], [-4.25954, -0.26648, 1.39599], [-4.27011, 0.94480, -1.39756], [-2.88683, 0.75671, -0.35765], [-3.34547, 3.01136, 0.00530], [-4.05385, 2.22447, 1.36346], [-5.47722, 3.95314, 0.69747], [-6.33013, 2.45094, 0.37450], [-6.48051, 2.94577, -3.26133], [-6.01868, 1.60467, -2.17335], [-8.03210, 1.78608, -0.91230], [-8.63772, 2.24471, -2.48849], [-8.58788, 3.86593, -0.13297], [-8.98144, 4.43544, -1.74578], [-6.69639, 5.30683, -0.36339], [-6.88264, 5.28536, -2.13250], [-4.06794, 4.83995, -1.24996], [-4.99457, 5.00386, -2.73413], [-3.76332, 3.63026, -3.89546], [-3.92523, 2.30809, -2.78725], [-1.90382, 4.59384, -2.46569], [-1.55511, 3.02824, -3.21187], [-1.94789, 3.11069, -1.50479]],
  "mulliken_charge": [-0.987, -0.523, 0.365, -0.415, 2.230, -1.327, -0.360, -0.375, 0.223, -0.505, -0.844, 0.828, -1.108, -1.503, 0.599, -0.608, 0.978, -1.477, -1.210, -1.453, 0.234, 0.331, 0.219, 0.232, 0.459, 0.046, 0.457, 0.226, 0.201, 0.244, 0.326, -0.696, 0.672, 0.308, 0.321, 0.243, 0.278, 0.362, 0.422, 0.304, 0.387, 0.383, 0.375, 0.166, 0.329, 0.294, 0.313, -1.582, 0.276, -0.569, -0.854, 0.240, -0.510, -0.730, -0.519, -0.677, -0.829, -0.257, -1.356, 0.311, 0.414, 0.394, 0.039, 0.013, 0.110, 0.671, 0.352, 0.458, 0.520, 0.304, 0.281, 0.452, 0.275, 0.347, 0.436, 0.422, 0.574, 0.290, 0.503, 0.228, 0.351, 0.392, 0.271],
  "homo_ev": [-10.3, -11.1],
  "charge": 1,
  "gap_ev": [8.15, 8.96],
  "e_lumo_ev": [-2.14, -2.14],
  "spin_multiplicity": 2
}

---

No. 4
{
  "formula": "C36H35N4O3TeW",
  "method": "ωB97M-V/def2-TZVPD",
  "species": ["W", "O", "C", "O", "C", "C", "C", "N", "C", "C", "C", "C", "C", "C", "C", "N", "C", "C", "C", "C", "C", "N", "H", "H", "H", "H", "H", "H", "H", "H", "H", "H", "C", "C", "O", "N", "Te", "C", "C", "C", "C", "C", "C", "C", "C", "C", "C", "C", "C", "C", "C", "C", "C", "C", "C", "H", "H", "H", "H", "H", "H", "H", "H", "H", "H", "H", "H", "H", "H", "H", "H", "H", "H", "H", "H", "H", "H", "H", "H", "H"],
  "coordinates": [[0.13822, -1.00342, 0.28515], [0.80459, 6.72443, 0.57420], [-0.35283, 6.63647, 0.52567], [-1.50820, 6.51879, 0.47786], [-0.07983, 3.71552, 0.50891], [1.16432, 3.16058, 0.48130], [1.20011, 1.76937, 0.46532], [0.05200, 1.03432, 0.51340], [-1.16749, 1.65129, 0.46366], [-1.26480, 3.03695, 0.47771], [-2.27519, 0.71874, 0.35851], [-3.60808, 1.09181, 0.25065], [-4.58742, 0.13354, 0.11031], [-4.20181, -1.20421, 0.06386], [-2.87340, -1.51886, 0.17596], [-1.89606, -0.59655, 0.35460], [2.37963, 0.94615, 0.29751], [3.67742, 1.43154, 0.22856], [4.70801, 0.57884, -0.10326], [4.40300, -0.74947, -0.38820], [3.10936, -1.18514, -0.26953], [2.08801, -0.37980, 0.11793], [2.06816, 3.75362, 0.44423], [-2.22031, 3.54334, 0.45522], [-3.86787, 2.14059, 0.26824], [-5.62783, 0.41317, 0.02134], [-4.93688, -1.98818, -0.04746], [-2.55208, -2.55112, 0.14056], [3.86426, 2.47884, 0.41853], [5.72255, 0.94453, -0.18023], [5.17591, -1.43845, -0.69706], [2.83328, -2.20411, -0.49298], [-1.03213, -2.72326, -2.75836], [-0.20338, -2.04941, -1.71174], [-0.12861, -0.73222, -1.71712], [0.40064, -2.64221, -0.70914], [-0.34622, -3.12013, 1.98497], [-0.96638, -3.12823, 4.05958], [-1.86714, -2.19950, 4.57940], [-2.40578, -1.01996, 3.81066], [-2.32718, -2.37854, 5.88124], [-1.93609, -3.45812, 6.65747], [-2.47277, -3.66393, 8.04135], [-1.03901, -4.37178, 6.10466], [-0.54991, -4.23606, 4.81769], [0.40427, -5.26644, 4.27150], [1.74151, -2.65473, 2.27268], [2.72849, -3.57319, 1.87912], [2.43194, -4.85905, 1.15934], [4.05861, -3.28273, 2.16919], [4.44096, -2.12775, 2.83349], [5.87746, -1.86051, 3.16742], [3.44230, -1.24438, 3.23714], [2.10125, -1.48957, 2.98968], [1.09772, -0.56590, 3.63790], [-1.40058, -1.98483, -3.46550], [-1.86561, -3.26078, -2.30580], [-0.41749, -3.45892, -3.27702], [-1.91174, -0.88837, 2.84873], [-2.29402, -0.10234, 4.38949], [-3.47388, -1.15850, 3.62826], [-3.02913, -1.65781, 6.28598], [-3.04818, -2.80578, 8.38154], [-1.66277, -3.84361, 8.74850], [-3.11958, -4.54281, 8.06315], [-0.72474, -5.22339, 6.69709], [0.59924, -6.03552, 5.01500], [1.35622, -4.80923, 3.99347], [-0.02012, -5.75277, 3.38986], [1.37584, -5.11283, 1.17794], [2.99307, -5.67907, 1.60741], [2.73984, -4.79288, 0.11337], [4.81554, -4.00352, 1.87876], [6.54794, -2.39401, 2.49590], [6.08550, -2.20132, 4.18382], [6.09843, -0.79396, 3.12874], [3.71977, -0.35563, 3.79344], [1.60360, 0.29580, 4.07252], [0.58361, -1.09232, 4.44367], [0.33802, -0.19266, 2.94974]],
  "mulliken_charge": [0.153, -0.387, 0.859, -0.393, -1.056, -1.021, 0.738, 0.710, 0.883, -0.751, 0.536, -0.779, -0.804, -1.093, -0.189, 0.734, 0.959, -0.940, -0.779, -1.084, -0.016, 0.647, 0.494, 0.531, 0.519, 0.510, 0.499, 0.609, 0.505, 0.506, 0.502, 0.706, -1.314, 0.314, -0.548, -0.392, 0.564, 0.298, 1.140, -1.119, -1.103, 0.558, -1.532, -0.950, 0.520, -1.189, 0.632, 0.152, -1.917, -0.742, 0.418, -1.851, -0.738, 1.477, -1.662, 0.365, 0.250, 0.377, -0.440, 0.502, 0.497, 0.408, 0.366, 0.382, 0.343, 0.431, 0.449, 0.089, 0.272, 0.218, 0.544, 0.378, 0.473, 0.431, 0.363, 0.408, 0.486, 0.494, 0.341, 0.249],
  "homo_ev": [-12.9, -13.5],
  "charge": 2,
  "gap_ev": [6.13, 6.24],
  "e_lumo_ev": [-6.73, -7.21],
  "spin_multiplicity": 4,
  "e_above_lowest_kj_mol": 0.0
}

---

No. 5
{
  "formula": "C8H9ClOS",
  "method": "ωB97M-V/def2-TZVPD",
  "species": ["C", "C", "C", "C", "C", "C", "C", "C", "O", "S", "Cl", "H", "H", "H", "H", "H", "H", "H", "H", "H"],
  "coordinates": [[-1.29068, 1.14989, -1.23907], [-1.64100, 2.46662, -1.35570], [-1.29641, 1.76468, 0.96311], [-1.08975, 0.73766, 0.10489], [-2.16469, -1.49978, -0.01833], [1.61281, -0.96980, 0.60201], [0.32580, -1.21428, -0.23502], [-0.88204, -0.71142, 0.43344], [-2.19143, -2.34590, -0.87416], [-1.60767, 3.26804, 0.19405], [-3.62257, -0.90773, 0.71377], [-1.22967, 0.65589, -2.21179], [-1.72054, 2.97359, -2.27278], [-1.21770, 1.65975, 2.05021], [1.19005, -1.02770, 1.68069], [1.97161, -0.02550, 0.43625], [2.32458, -1.68547, 0.29629], [0.24705, -0.75078, -1.14775], [0.11282, -2.21762, -0.38249], [-0.71154, -0.84460, 1.44955]],
  "mulliken_charge": [-0.455, -0.433, -0.284, 0.034, 0.406, -1.160, -0.760, -0.249, -0.470, -0.164, -0.162, 0.290, 0.472, 0.372, 0.237, 0.327, 0.416, 0.479, 0.480, 0.623],
  "homo_ev": -9.2,
  "gap_ev": 9.85,
  "e_lumo_ev": 0.67,
  "e_above_lowest_kj_mol": 0.0
}

---

No. 6
{
  "formula": "H21O10",
  "method": "ωB97M-V/def2-TZVPD",
  "species": ["O", "H", "H", "O", "H", "H", "O", "H", "H", "O", "H", "H", "O", "H", "H", "O", "H", "H", "O", "H", "H", "O", "H", "H", "O", "H", "O", "H", "H", "H", "H"],
  "coordinates": [[-0.23942, 0.30720, 3.62046], [-0.49211, -0.25599, 4.26747], [1.00355, 1.39746, -2.10488], [1.49798, 0.87056, -2.67743], [-2.25700, -3.32388, 0.65714], [0.32069, -3.33330, 0.56777], [0.69934, -3.37974, -0.33677], [-1.06591, 0.28740, 3.05884], [-0.13203, -3.44752, -0.90596], [2.12745, 0.47536, 1.22433], [1.60618, 0.50400, 2.02616], [1.79777, 1.25733, 0.63029], [0.44158, 2.79725, 1.07522], [-1.76061, 1.17532, -0.10902], [1.28284, 3.18796, 0.97069], [1.66688, -1.48361, -1.77874], [2.57937, -1.74153, -1.43717], [-0.09551, 3.45028, 0.90620], [-1.94358, -2.89605, -0.09821], [1.67468, -0.51915, -2.31419], [-2.84397, -2.61217, -0.56607], [0.33521, -1.16054, 0.66435], [-0.64139, -1.30163, 0.46545], [1.21780, -1.54340, -0.75808], [-1.12646, 3.08219, -2.06015], [2.00399, 1.31306, -3.32062], [-1.90711, 0.48590, 0.60759], [-2.70514, 0.87694, 0.89290], [0.25294, -0.35537, 1.09140], [-1.86652, 3.51781, -1.66385], [-1.43149, 2.36784, -2.59513]],
  "mulliken_charge": [-0.581, 0.285, 0.332, -0.583, 0.295, 0.316, -0.670, 0.293, 0.359, -0.657, 0.323, 0.307, -0.479, 0.243, 0.283, -0.468, 0.457, 0.207, -0.632, 0.461, 0.303, -0.613, 0.446, 0.529, -0.608, 0.317, -0.565, 0.305, 0.186, 0.296, 0.313],
  "homo_ev": -13.9,
  "charge": 1,
  "gap_ev": 10.72,
  "e_lumo_ev": -3.14,
  "e_above_lowest_kj_mol": 291.4
}

---

Number 1: energy -662.46891 hartree. Number 2: energy -269.22862 hartree. Number 3: energy -1455.94593 hartree. Number 4: energy -2172.15016 hartree. Number 5: energy -1243.82561 hartree. Number 6: energy -764.67284 hartree.